# C42H40AgGeN2OS2Se

C42H40AgGeN2OS2Se as an isolated structure (ωB97M-V/def2-TZVPD, the OMol25 dataset).

Results
E_HOMO (spin up / spin down) = -0.0426 / -0.0424 Ha
Expectation value of S² = 0.76
ΔE to the lowest compared entry with this formula, charge and spin = 14.05 kcal/mol
Charge = -2
2S+1 = 2
Kohn-Sham gap (spin up / spin down) = 0.179 / 0.134 Ha
Lowest unoccupied orbital energy (spin up / spin down) = 3.713 / 2.501 eV

XYZ file:
```
90
Properties=species:S:1:pos:R:3:mulliken_charge:R:1
Ag 0.3484 1.8302 -0.8520 -0.096
C 2.9489 5.7339 -0.5502 -1.578
C 2.6367 4.2678 -0.3151 0.599
N 1.4358 3.8692 -0.1116 0.133
N 0.4703 4.8615 0.0576 -0.211
C -0.5727 4.7894 -0.7008 0.077
S -0.9232 3.7886 -2.0495 -0.469
S -1.8914 5.9395 -0.2723 -0.178
C -1.4538 6.3563 1.4386 -1.326
C -1.8172 5.2806 2.4265 0.398
C -3.1285 5.1637 2.8865 -0.254
C -3.4881 4.1598 3.7733 -0.519
C -2.5392 3.2374 4.2006 -0.339
C -1.2332 3.3427 3.7433 -0.584
C -0.8719 4.3626 2.8698 -0.095
C 3.7854 3.3120 -0.3318 0.024
C 5.0693 3.8677 -0.2597 -0.475
C 6.2437 3.1297 -0.2583 -0.832
C 6.1368 1.7395 -0.3493 -0.506
C 4.9023 1.1433 -0.4368 -0.273
C 3.6607 1.8710 -0.4387 0.468
O 2.5724 1.2173 -0.5343 -0.418
H 2.0273 6.2925 -0.6679 0.374
H 3.5587 5.8462 -1.4494 0.426
H 3.5089 6.1634 0.2863 0.311
H -2.0122 7.2705 1.6536 0.546
H -0.3862 6.5674 1.4545 0.363
H -3.8796 5.8580 2.5208 0.310
H -4.5152 4.0770 4.1110 0.429
H -2.8261 2.4267 4.8593 0.328
H -0.4920 2.6114 4.0412 0.360
H 0.1372 4.4180 2.4805 0.335
H 5.1589 4.9448 -0.1877 0.199
H 7.2077 3.6196 -0.1954 0.345
H 7.0323 1.1231 -0.3481 0.358
H 4.8200 0.0646 -0.5143 -0.071
C 3.6249 -8.0712 -0.7565 -1.460
C 3.4233 -6.5797 -0.7129 0.767
C 4.1992 -5.7301 -1.4918 -0.978
C 4.0164 -4.3528 -1.4782 0.783
C 4.8965 -3.5083 -2.3639 -1.593
C 3.0285 -3.7879 -0.6311 0.130
Se 2.7885 -1.9057 -0.6175 0.047
C 2.2392 -4.6449 0.1749 1.064
C 1.1599 -4.1512 1.1035 -1.508
C 2.4525 -6.0201 0.1044 -0.858
H 4.5008 -8.3347 -1.3496 0.341
H 2.7593 -8.5713 -1.1959 0.307
H 3.7600 -8.4777 0.2472 0.341
H 4.9621 -6.1520 -2.1395 0.229
H 5.4476 -4.1411 -3.0612 0.354
H 5.6171 -2.9353 -1.7771 0.310
H 4.3107 -2.7782 -2.9207 0.400
H 1.2255 -3.0838 1.2928 0.210
H 1.2182 -4.6783 2.0584 0.511
H 0.1713 -4.3410 0.6777 0.297
H 1.8368 -6.6710 0.7202 0.392
C -0.6516 -0.8102 1.5525 -1.374
Ge -1.5276 0.2481 0.0663 1.158
C -3.3273 0.3230 0.9733 -0.134
C -3.8986 1.5343 1.3724 -0.265
C -5.1063 1.5801 2.0683 -0.467
C -5.7783 0.4051 2.3790 -0.443
C -5.2288 -0.8159 1.9927 -0.537
C -4.0218 -0.8501 1.3025 -0.091
C -1.8685 -1.3129 -1.2044 -0.674
C -0.9149 -2.3031 -1.2524 0.366
C -1.0374 -3.4559 -2.0649 -0.847
C -2.1409 -3.6336 -2.8483 -1.013
C -3.1456 -2.6323 -2.8816 1.104
C -4.2835 -2.7615 -3.7245 -0.803
C -5.2181 -1.7699 -3.7998 -0.384
C -5.0562 -0.5863 -3.0364 -0.815
C -3.9822 -0.4464 -2.2047 -0.645
C -2.9965 -1.4683 -2.0795 0.639
H -0.7468 -0.2267 2.4742 0.413
H 0.4157 -0.9384 1.3496 0.228
H -1.1165 -1.7931 1.7139 0.364
H -3.3891 2.4646 1.1315 0.434
H -5.5225 2.5372 2.3646 0.424
H -6.7194 0.4376 2.9179 0.340
H -5.7460 -1.7411 2.2263 0.358
H -3.6114 -1.8129 1.0060 0.204
H -0.0303 -2.2059 -0.6283 -0.071
H -0.2516 -4.2063 -2.0504 0.447
H -2.2596 -4.5222 -3.4611 0.288
H -4.3887 -3.6641 -4.3202 0.331
H -6.0771 -1.8789 -4.4530 0.357
H -5.7842 0.2130 -3.1170 0.381
H -3.8582 0.4624 -1.6284 0.482
```

# C42H40AsN2O4Sr

C42H40AsN2O4Sr as an isolated structure (ωB97M-V/def2-TZVPD, the OMol25 dataset).

Results
E_HOMO = -0.2041 Ha
Charge = -1
Kohn-Sham gap = 0.298 Ha
Lowest unoccupied orbital energy = 2.542 eV

XYZ file:
```
90
Properties=species:S:1:pos:R:3:mulliken_charge:R:1
Sr -0.5523 -0.1201 0.7050 1.451
O 1.6436 -0.1048 -0.2966 -1.098
C 2.3156 1.0760 -0.1332 2.726
C 1.7397 2.2056 -1.0567 -1.742
C 0.4412 2.9326 -0.7832 -0.094
C 0.3010 4.2220 -1.2997 -0.852
C -0.9099 4.8754 -1.1620 -0.968
C -1.9553 4.2468 -0.5108 -0.723
C -1.7585 2.9682 0.0050 0.247
C -2.8862 2.2734 0.7071 -2.013
C -3.5852 1.1016 -0.0818 3.114
O -2.7985 -0.0060 -0.0891 -1.084
C -3.8370 1.6065 -1.5282 -0.360
C -4.9458 2.3440 -1.9333 -0.183
C -5.0539 2.8241 -3.2341 -0.777
C -4.0525 2.5766 -4.1591 -0.534
C -2.9481 1.8292 -3.7720 -0.689
C -2.8493 1.3465 -2.4770 -0.496
C -4.9236 0.8081 0.6381 -0.148
C -5.2653 -0.5250 0.8345 -0.457
C -6.4427 -0.8767 1.4791 -0.780
C -7.3029 0.1020 1.9547 -0.389
C -6.9695 1.4368 1.7799 -1.082
C -5.7922 1.7834 1.1298 0.034
N -0.5728 2.3613 -0.1345 1.265
C 3.7847 0.9276 -0.6101 -0.829
C 4.1200 -0.1630 -1.4008 -0.089
C 5.4161 -0.3336 -1.8692 -0.975
C 6.4020 0.5882 -1.5480 -0.394
C 6.0786 1.6814 -0.7546 -1.023
C 4.7813 1.8476 -0.2913 -0.238
C 2.3463 1.4967 1.3435 0.191
C 2.2175 2.8135 1.7805 0.002
C 2.2436 3.1231 3.1342 -0.988
C 2.4016 2.1205 4.0776 -0.481
C 2.5381 0.8060 3.6560 -0.965
C 2.5134 0.5024 2.3047 0.167
H 1.6308 1.7097 -2.0275 0.612
H 2.4996 2.9782 -1.2020 0.549
H 1.1290 4.6943 -1.8121 0.487
H -1.0402 5.8726 -1.5656 0.401
H -2.9167 4.7316 -0.4074 0.455
H -3.6070 3.0550 0.9482 0.462
H -2.5687 1.8405 1.6598 0.265
H -5.7523 2.5388 -1.2403 0.399
H -5.9332 3.3885 -3.5224 0.399
H -4.1356 2.9508 -5.1723 0.372
H -2.1605 1.6158 -4.4854 0.399
H -2.0056 0.7399 -2.1784 0.434
H -4.5682 -1.2699 0.4759 0.390
H -6.6846 -1.9233 1.6215 0.392
H -8.2169 -0.1709 2.4682 0.377
H -7.6216 2.2153 2.1581 0.372
H -5.5582 2.8352 1.0235 0.357
H 3.3337 -0.8734 -1.6233 0.413
H 5.6587 -1.1922 -2.4850 0.401
H 7.4153 0.4535 -1.9066 0.382
H 6.8421 2.4027 -0.4881 0.400
H 4.5455 2.6953 0.3422 0.373
H 2.0813 3.6166 1.0665 0.373
H 2.1218 4.1521 3.4508 0.402
H 2.3981 2.3580 5.1340 0.372
H 2.6408 0.0104 4.3833 0.372
H 2.6051 -0.5237 1.9719 0.204
C -0.8099 -5.2321 -0.1205 -1.287
As -0.1699 -3.3778 -0.1444 0.273
C 0.7696 -3.4335 -1.8578 -0.838
C 1.3759 -3.4905 1.0914 0.752
C 2.4706 -4.4113 0.6749 -0.063
C 2.4503 -5.7700 0.9883 -0.309
C 3.4628 -6.6163 0.5597 -0.704
C 4.5196 -6.1199 -0.1907 -0.436
C 4.5567 -4.7670 -0.5014 -0.588
C 3.5438 -3.9232 -0.0729 -0.110
H -0.0152 -5.9351 -0.3702 0.374
H -1.6118 -5.3191 -0.8533 0.381
H -1.2128 -5.4673 0.8643 0.364
H 1.4429 -4.2875 -1.9330 0.373
H 1.3343 -2.5055 -1.9595 0.006
H 0.0261 -3.4806 -2.6537 0.458
H 0.9572 -3.7417 2.0666 0.754
H 1.7369 -2.4614 1.1408 -1.329
H 1.6351 -6.1629 1.5854 0.425
H 3.4299 -7.6678 0.8182 0.365
H 5.3113 -6.7795 -0.5228 0.375
H 5.3824 -4.3645 -1.0756 0.431
H 3.5789 -2.8648 -0.3093 0.511
O -0.8391 0.5951 3.1723 -0.494
N -0.8529 -0.5434 3.6890 0.366
O -0.4876 -1.4719 2.9217 -0.610
```